No. 1
This record from the Open Molecules 2025 dataset describes a structure of composition C26H44BF5GaN2P2 in a non-equilibrium geometry. The level of theory is ωB97M-V/def2-TZVPD.

Lowest unoccupied orbital energy ... -4.046 eV
Energy relative to the best compared isomer or geometry (same formula, charge and spin) ... 1.748 eV
Total charge ... +1

Each line ends with the natural charge from an NBO analysis.
Element x y z (Å)
Ga1 -0.46 -0.45 -0.23  1.15
C1 4.05 -1.46 0.39  -0.62
C2 3.68 -0.02 0.01  -0.28
C3 4.86 0.69 -0.65  -0.62
C4 3.28 0.74 1.28  -0.64
P1 2.09 -0.12 -1.04  0.91
C5 1.64 1.71 -1.27  -0.51
N1 0.85 2.13 -0.13  -0.67
B1 -0.19 1.41 0.50  0.34
N2 -0.55 2.03 1.69  -0.65
C6 -1.17 1.34 2.81  -0.50
P2 0.03 -0.10 3.19  0.85
C7 -1.01 -1.69 3.48  -0.31
C8 -1.70 -1.88 4.83  -0.61
C9 0.01 -2.81 3.25  -0.62
C10 -2.05 -1.79 2.38  -0.56
C11 0.77 0.50 4.85  -0.29
C12 1.82 -0.51 5.30  -0.62
C13 1.51 1.80 4.52  -0.62
C14 -0.25 0.76 5.96  -0.63
C15 0.13 3.24 1.73  0.11
C16 0.02 4.32 2.60  -0.23
C17 0.83 5.42 2.39  -0.20
C18 1.72 5.46 1.32  -0.21
C19 1.81 4.41 0.42  -0.25
C20 1.01 3.30 0.62  0.18
C21 2.38 -0.99 -2.71  -0.30
C22 2.06 -2.46 -2.40  -0.62
C23 3.78 -0.86 -3.30  -0.62
C24 1.35 -0.48 -3.71  -0.61
H1 4.83 -1.45 1.15  0.23
H2 4.43 -2.01 -0.46  0.21
H3 3.19 -1.98 0.80  0.22
H4 5.56 1.02 0.12  0.24
H5 4.56 1.57 -1.21  0.21
H6 5.41 0.03 -1.31  0.22
H7 4.06 0.61 2.03  0.23
H8 2.35 0.35 1.69  0.23
H9 3.17 1.80 1.09  0.22
H10 1.07 1.81 -2.20  0.24
H11 2.54 2.34 -1.36  0.24
H12 -2.13 0.95 2.50  0.23
H13 -1.32 2.03 3.64  0.23
H14 -0.99 -1.92 5.64  0.22
H15 -2.23 -2.83 4.81  0.22
H16 -2.42 -1.09 5.02  0.22
H17 0.77 -2.85 4.03  0.22
H18 0.52 -2.66 2.29  0.20
H19 -0.49 -3.77 3.22  0.22
H20 -2.77 -0.97 2.40  0.22
H21 -2.61 -2.72 2.48  0.24
H22 -1.56 -1.81 1.39  0.15
H23 2.48 -0.77 4.47  0.21
H24 1.38 -1.43 5.69  0.21
H25 2.43 -0.08 6.09  0.22
H26 2.25 1.64 3.74  0.21
H27 2.03 2.14 5.41  0.22
H28 0.84 2.60 4.20  0.21
H29 -0.34 -0.09 6.63  0.22
H30 -1.24 0.99 5.57  0.21
H31 0.07 1.61 6.57  0.22
H32 -0.69 4.31 3.42  0.22
H33 0.77 6.27 3.05  0.23
H34 2.33 6.33 1.18  0.23
H35 2.48 4.48 -0.43  0.22
H36 2.72 -2.88 -1.65  0.22
H37 2.16 -3.06 -3.31  0.23
H38 1.02 -2.57 -2.06  0.21
H39 4.53 -1.30 -2.65  0.21
H40 4.04 0.17 -3.50  0.22
H41 3.82 -1.40 -4.24  0.23
H42 0.34 -0.55 -3.29  0.21
H43 1.37 -1.10 -4.61  0.24
H44 1.56 0.55 -4.01  0.22
F1 -2.77 -2.35 -1.46  -0.30
C25 -2.17 -1.16 -1.32  0.27
F2 -2.89 -0.48 -0.29  -0.36
C26 -2.38 -0.26 -2.52  0.90
F3 -3.60 0.22 -2.71  -0.27
F4 -1.57 0.84 -2.27  -0.33
F5 -1.93 -0.78 -3.65  -0.29

---

No. 2
This record from the Open Molecules 2025 dataset describes a structure of composition C26H44BrNOP2Pd in a non-equilibrium geometry. The level of theory is ωB97M-V/def2-TZVPD.

Lowest unoccupied orbital energy (spin up / spin down) ... -13.211 / -15.319 eV
Energy relative to the best compared isomer or geometry (same formula, charge and spin) ... 2.283 eV
Multiplicity ... 5
Expectation value of S² ... 6.131
Total charge ... +4

Each line ends with the Mulliken charge.
Element x y z (Å)
N1 -5.33 -1.46 5.37  -0.34
C1 -4.26 -0.74 5.69  -0.40
C2 -3.74 0.25 4.84  -0.21
C3 -4.35 0.48 3.58  0.46
C4 -5.50 -0.30 3.28  -0.22
C5 -5.96 -1.24 4.22  -0.30
C6 -3.74 1.37 2.60  -0.18
Pd1 0.31 0.55 -2.43  -0.49
P1 3.08 0.60 -1.76  1.32
C7 -4.06 1.33 1.27  -0.59
C8 -3.24 1.87 0.21  0.01
C9 -3.52 1.60 -1.17  -0.59
C10 -2.45 1.49 -2.06  -0.11
C11 -1.17 1.59 -1.48  -0.73
C12 -0.93 2.34 -0.32  -0.01
C13 -2.01 2.50 0.54  -0.85
Br1 1.07 0.75 -4.81  0.10
H1 -3.02 2.10 2.99  0.79
H2 -4.97 0.81 0.93  0.35
H3 -2.84 0.77 5.12  0.56
H4 -6.01 -0.25 2.32  0.49
H5 -3.77 -0.94 6.65  0.42
H6 -6.86 -1.84 4.02  0.42
H7 -4.55 1.43 -1.53  0.49
H8 -1.90 3.04 1.49  1.06
H9 -2.55 1.31 -3.13  0.57
H10 0.06 2.75 -0.13  0.87
P2 -0.18 -1.30 -1.07  1.25
C14 3.40 2.22 -0.94  0.00
C15 4.00 3.31 -1.80  -1.41
H11 4.00 2.03 -0.04  0.49
H12 2.39 2.52 -0.60  -0.16
H13 3.90 4.27 -1.28  0.43
H14 5.08 3.16 -1.98  0.31
H15 3.49 3.41 -2.77  0.34
C16 4.01 0.48 -3.35  -0.66
C17 5.53 0.59 -3.40  -1.50
H16 3.54 1.23 -4.02  0.27
H17 3.69 -0.50 -3.78  0.48
H18 5.82 0.87 -4.42  0.37
H19 5.93 1.36 -2.73  0.35
H20 6.01 -0.37 -3.18  0.40
C18 3.86 -0.63 -0.66  -0.12
C19 5.32 -0.43 -0.27  -1.44
H21 3.73 -1.60 -1.15  0.41
H22 3.24 -0.65 0.25  0.35
H23 5.65 -1.29 0.34  0.44
H24 5.99 -0.38 -1.13  0.25
H25 5.46 0.47 0.34  0.32
C20 0.86 -2.05 0.25  -0.20
C21 1.75 -3.24 -0.10  -1.46
H26 0.19 -2.34 1.07  0.51
H27 1.43 -1.21 0.65  0.09
H28 1.42 -4.14 0.43  0.39
H29 1.77 -3.48 -1.16  0.27
H30 2.78 -3.04 0.23  0.41
C22 -0.42 -2.61 -2.34  -0.69
C23 -1.35 -2.15 -3.45  -1.11
H31 -0.78 -3.52 -1.83  0.44
H32 0.58 -2.82 -2.74  0.42
H33 -1.25 -2.84 -4.30  0.40
H34 -2.40 -2.14 -3.15  0.34
H35 -1.06 -1.15 -3.82  0.14
C24 -1.85 -1.22 -0.27  1.13
C25 -2.06 -1.83 1.11  -1.56
H36 -2.56 -1.64 -1.00  0.56
H37 -2.07 -0.15 -0.21  -1.38
H38 -3.12 -1.74 1.40  0.37
H39 -1.80 -2.90 1.13  0.51
H40 -1.47 -1.28 1.86  0.25
C26 -0.20 1.10 3.26  -0.60
O1 0.07 0.62 1.93  -0.26
H41 -0.93 0.40 3.70  0.03
H42 -0.65 2.11 3.23  0.34
H43 0.71 1.13 3.87  0.43
H44 0.75 1.19 1.55  0.18

---

No. 3
This record from the Open Molecules 2025 dataset describes a structure of composition C26H44BrNOP2Sn in a non-equilibrium geometry. The level of theory is ωB97M-V/def2-TZVPD.

Lowest unoccupied orbital energy ... -6.799 eV
Total charge ... +2

Each line ends with the Mulliken charge.
Element x y z (Å)
N1 -4.64 -1.22 2.84  -0.49
C1 -3.89 -0.24 3.37  -0.57
C2 -3.70 0.98 2.74  -0.41
C3 -4.32 1.21 1.48  0.71
C4 -5.09 0.16 0.92  -0.26
C5 -5.25 -1.01 1.67  -0.56
C6 -4.04 2.42 0.76  -0.64
Sn1 0.24 0.60 -1.13  0.84
P1 2.92 0.47 -1.71  0.74
C7 -4.20 2.55 -0.59  -0.63
C8 -3.02 2.88 -1.36  0.76
C9 -2.83 2.30 -2.64  -0.88
C10 -1.57 2.31 -3.22  -0.41
C11 -0.52 2.98 -2.55  0.41
C12 -0.71 3.64 -1.32  -0.65
C13 -1.96 3.58 -0.73  -0.65
Br1 1.01 3.53 -3.64  -0.12
H1 -3.60 3.23 1.34  0.68
H2 -5.09 2.22 -1.10  0.65
H3 -3.05 1.75 3.16  0.42
H4 -5.56 0.27 -0.05  0.32
H5 -3.42 -0.43 4.34  0.39
H6 -5.88 -1.81 1.29  0.39
H7 -3.67 1.78 -3.09  0.42
H8 -2.08 3.99 0.28  0.30
H9 -1.38 1.85 -4.19  0.51
H10 0.12 4.20 -0.88  0.48
P2 -0.29 -2.27 -0.73  0.64
C14 3.41 2.08 -0.97  -0.46
C15 4.04 3.16 -1.83  -1.22
H11 4.11 1.82 -0.16  0.55
H12 2.50 2.47 -0.48  0.28
H13 4.31 4.01 -1.19  0.42
H14 4.96 2.83 -2.33  0.29
H15 3.34 3.54 -2.59  0.10
C16 2.54 0.55 -3.49  0.41
C17 3.68 0.65 -4.49  -1.44
H16 1.90 1.45 -3.64  -0.53
H17 1.90 -0.32 -3.72  0.43
H18 3.28 0.95 -5.48  0.43
H19 4.42 1.41 -4.21  0.23
H20 4.20 -0.31 -4.64  0.36
C18 4.39 -0.60 -1.51  -0.56
C19 5.79 0.02 -1.63  -1.29
H21 4.28 -1.40 -2.25  0.47
H22 4.27 -1.06 -0.52  0.35
H23 6.54 -0.78 -1.56  0.41
H24 5.96 0.52 -2.59  0.27
H25 6.01 0.73 -0.82  0.33
C20 0.66 -3.63 0.10  -0.93
C21 2.17 -3.54 -0.07  -1.21
H26 0.29 -4.58 -0.32  0.59
H27 0.40 -3.63 1.17  0.48
H28 2.65 -4.38 0.44  0.45
H29 2.47 -3.59 -1.13  0.31
H30 2.58 -2.62 0.36  0.10
C22 -0.32 -2.86 -2.47  -0.64
C23 -1.23 -2.04 -3.38  -1.10
H31 -0.65 -3.91 -2.43  0.50
H32 0.73 -2.86 -2.82  0.38
H33 -1.06 -2.34 -4.42  0.41
H34 -2.28 -2.21 -3.15  0.31
H35 -1.03 -0.96 -3.31  0.12
C24 -2.02 -2.67 -0.21  -0.59
C25 -2.22 -2.95 1.27  -1.15
H36 -2.36 -3.53 -0.81  0.53
H37 -2.63 -1.80 -0.52  0.26
H38 -3.27 -3.20 1.46  0.39
H39 -1.62 -3.78 1.63  0.33
H40 -2.01 -2.07 1.89  0.10
C26 0.46 -0.49 2.13  -0.38
O1 1.08 0.32 1.11  -0.35
H41 0.45 -1.55 1.81  0.07
H42 -0.58 -0.16 2.26  0.10
H43 1.02 -0.42 3.06  0.45
H44 1.84 0.79 1.50  0.24

---

No. 4
This record from the Open Molecules 2025 dataset describes a structure of composition C26H44F4HgO20 in a non-equilibrium geometry. The level of theory is ωB97M-V/def2-TZVPD.

Lowest unoccupied orbital energy ... -0.027 eV
Total charge ... 0

Each line ends with the Mulliken charge.
Element x y z (Å)
Hg1 -0.61 0.49 -0.12  2.11
O1 -2.54 1.23 -0.01  -0.34
C1 -2.95 1.55 -1.34  0.13
C2 -2.23 0.78 -2.44  -0.91
O2 -0.87 0.94 -2.25  -0.64
H1 -2.92 2.56 -1.72  -0.36
H2 -4.01 1.40 -1.41  0.65
H3 -2.61 1.12 -3.40  0.46
H4 -2.64 -0.25 -2.36  -0.13
C3 -4.10 2.21 2.61  -0.54
C4 -2.71 2.85 2.46  0.98
O3 -1.79 1.83 2.61  -0.06
C5 -2.44 0.73 3.06  0.50
O4 -1.87 -0.27 3.44  -0.53
O5 -3.84 0.89 2.96  -0.37
F1 -2.50 3.69 3.49  -0.35
H5 -4.76 2.34 1.73  0.27
H6 -4.56 2.77 3.47  0.33
H7 -2.51 3.34 1.54  -0.33
C6 1.81 2.07 -1.77  1.19
C7 1.64 1.74 -3.27  0.69
O6 2.93 1.30 -3.60  -0.35
C8 3.80 1.54 -2.62  0.56
O7 4.99 1.33 -2.65  -0.60
O8 3.17 2.09 -1.58  -0.37
F2 1.34 2.87 -3.95  -0.38
H8 1.42 1.32 -1.14  -1.33
H9 1.34 3.01 -1.54  -0.08
H10 0.92 0.87 -3.42  0.14
C9 -2.15 5.10 -3.01  -0.61
C10 -0.90 4.44 -2.54  0.45
O9 -1.11 4.57 -1.14  -0.12
C11 -2.00 5.48 -0.83  0.55
O10 -2.30 5.82 0.29  -0.55
O11 -2.53 5.96 -1.99  -0.40
F3 0.15 5.17 -2.91  -0.33
H11 -2.97 4.39 -3.14  0.26
H12 -1.95 5.62 -3.95  0.40
H13 -0.87 3.40 -2.73  0.18
C12 6.75 0.60 1.56  -0.40
C13 7.54 -0.13 0.41  0.30
O12 6.59 -0.91 -0.23  -0.39
C14 5.35 -0.73 0.27  0.61
O13 4.42 -1.28 -0.08  -0.42
O14 5.38 0.18 1.29  -0.33
F4 8.54 -0.89 0.90  -0.30
H14 6.72 1.73 1.43  0.26
H15 7.09 0.33 2.55  0.27
H16 7.99 0.50 -0.37  0.26
C15 -3.10 -3.56 3.76  -0.41
O15 -3.35 -4.36 2.58  -0.38
C16 -4.13 -3.78 1.60  -0.93
C17 -3.42 -2.91 0.60  0.20
O16 -2.38 -3.66 0.09  -0.29
C18 -1.86 -3.31 -1.19  0.61
C19 -1.30 -4.62 -1.82  -1.14
O17 -0.06 -4.92 -1.22  -0.11
C20 0.38 -6.23 -1.54  -0.93
H17 -2.33 -4.06 4.29  0.27
H18 -3.94 -3.46 4.44  0.36
H19 -2.71 -2.58 3.48  0.04
H20 -4.91 -3.13 2.08  0.32
H21 -4.58 -4.55 0.95  0.42
H22 -3.22 -1.92 1.04  -0.14
H23 -4.13 -2.77 -0.27  0.42
H24 -1.05 -2.60 -1.09  -0.56
H25 -2.67 -2.90 -1.83  0.32
H26 -1.14 -4.52 -2.91  0.43
H27 -1.93 -5.52 -1.82  0.52
H28 -0.13 -7.03 -0.96  0.30
H29 1.40 -6.29 -1.18  0.24
H30 0.29 -6.48 -2.58  0.38
C21 0.91 3.50 1.58  -0.99
O18 1.15 2.10 1.31  0.46
C22 1.49 1.41 2.53  -1.15
C23 1.74 -0.02 2.14  -0.47
O19 0.42 -0.65 1.88  0.16
C24 0.55 -2.07 1.52  -0.55
C25 1.36 -2.24 0.33  -0.29
O20 0.88 -1.53 -0.74  0.19
C26 1.50 -1.71 -1.98  -0.62
H31 1.73 4.10 1.17  0.26
H32 0.86 3.66 2.65  0.45
H33 0.00 3.76 1.07  0.08
H34 0.63 1.45 3.13  0.42
H35 2.35 1.88 3.03  0.46
H36 2.31 -0.64 2.93  0.31
H37 2.31 -0.08 1.23  0.08
H38 -0.44 -2.49 1.33  -0.22
H39 1.08 -2.58 2.31  0.49
H40 1.43 -3.29 0.03  0.39
H41 2.42 -1.99 0.46  0.22
H42 1.27 -2.68 -2.46  0.18
H43 2.59 -1.49 -1.90  0.16
H44 1.10 -0.98 -2.65  -0.01

---

No. 5
This record from the Open Molecules 2025 dataset describes a cluster of 3 separate species, C26H45BrClF13O8P2 in total in a non-equilibrium geometry. The level of theory is ωB97M-V/def2-TZVPD.

Lowest unoccupied orbital energy ... 0.247 eV
Structure (SMILES) ... C[C@@H](Br)C[PH](CCC(F)(F)C(F)(F)C(F)(F)C(F)(F)C(F)(F)C(F)(F)F)(CC(=O)Cl)P(C)O.COCCOCCOC.COCCOCCOC
Total charge ... 0

Each line ends with the Mulliken charge.
Element x y z (Å)
C1 1.60 -2.09 6.32  -1.54
C2 1.95 -2.92 5.10  0.33
Br1 1.18 -4.72 5.35  -0.16
C3 1.57 -2.23 3.78  -1.53
P1 1.13 -3.17 2.17  0.51
C4 2.66 -4.23 2.27  -0.49
C5 3.91 -3.47 1.74  -1.40
C6 5.08 -3.41 2.69  0.29
F1 4.74 -2.69 3.79  -0.31
F2 6.09 -2.75 2.09  -0.32
C7 5.69 -4.76 3.25  0.60
F3 6.98 -4.55 3.55  -0.28
F4 5.03 -5.06 4.39  -0.26
C8 5.62 -6.08 2.41  0.64
F5 4.35 -6.52 2.42  -0.26
F6 6.36 -6.98 3.08  -0.31
C9 6.10 -6.02 0.92  0.56
F7 6.81 -4.89 0.72  -0.33
F8 5.02 -5.97 0.14  -0.31
C10 6.95 -7.23 0.43  0.47
F9 6.28 -8.35 0.74  -0.28
F10 7.02 -7.13 -0.90  -0.30
C11 8.43 -7.33 0.99  0.75
F11 8.64 -8.54 1.50  -0.25
F12 9.30 -7.12 0.01  -0.25
F13 8.66 -6.42 1.94  -0.23
C12 -0.63 -3.55 2.76  -1.25
C13 -1.66 -2.68 2.09  0.56
O1 -1.73 -1.52 2.20  -0.41
Cl1 -2.87 -3.56 1.16  -0.17
P2 0.46 -3.95 0.08  0.18
C14 2.00 -3.80 -0.90  -0.65
O2 0.35 -5.61 0.26  -0.49
H1 0.54 -1.81 6.33  0.38
H2 2.20 -1.17 6.30  0.36
H3 1.82 -2.63 7.25  0.43
H4 3.02 -3.12 5.08  0.15
H5 2.43 -1.59 3.52  0.55
H6 0.72 -1.54 3.95  0.76
H7 1.27 -1.93 1.47  -0.08
H8 2.51 -5.13 1.67  0.52
H9 2.84 -4.57 3.29  0.40
H10 3.70 -2.42 1.53  0.81
H11 4.25 -3.90 0.79  0.53
H12 -0.85 -4.61 2.64  0.47
H13 -0.68 -3.29 3.82  0.54
H14 2.49 -2.84 -0.69  0.27
H15 2.70 -4.62 -0.72  0.06
H16 1.74 -3.80 -1.97  0.43
H17 0.68 -5.95 1.10  0.34
C15 -5.50 -1.51 -1.28  -0.69
O3 -5.65 -0.48 -0.32  -0.40
C16 -4.54 -0.24 0.51  0.11
C17 -3.86 1.11 0.33  -0.11
O4 -3.36 1.40 -0.96  -0.40
C18 -4.27 1.71 -1.99  -0.10
C19 -4.90 3.08 -1.95  0.04
O5 -5.70 3.35 -0.82  -0.40
C20 -5.22 4.33 0.08  -0.68
H18 -6.16 -2.35 -1.03  0.25
H19 -5.79 -1.13 -2.27  0.26
H20 -4.47 -1.87 -1.34  0.30
H21 -3.80 -1.04 0.42  -0.13
H22 -4.88 -0.25 1.55  0.33
H23 -2.97 1.06 0.97  0.32
H24 -4.49 1.92 0.72  -0.07
H25 -5.03 0.94 -2.12  -0.05
H26 -3.65 1.71 -2.90  0.37
H27 -5.55 3.14 -2.83  0.36
H28 -4.13 3.85 -2.08  -0.16
H29 -4.18 4.60 -0.14  0.28
H30 -5.27 3.94 1.10  0.26
H31 -5.84 5.23 0.03  0.27
C21 -1.24 5.97 -2.16  -0.82
O6 -2.36 6.20 -2.98  -0.32
C22 -3.29 7.17 -2.54  -0.36
C23 -3.41 8.41 -3.40  -0.14
O7 -2.23 9.16 -3.60  -0.38
C24 -1.22 8.66 -4.45  0.01
C25 -1.50 8.72 -5.94  -0.54
O8 -2.61 7.97 -6.38  -0.36
C26 -3.72 8.69 -6.88  -0.76
H32 -1.29 4.96 -1.73  0.22
H33 -0.33 6.03 -2.76  0.27
H34 -1.17 6.70 -1.35  0.40
H35 -3.08 7.45 -1.50  0.41
H36 -4.28 6.70 -2.55  0.26
H37 -4.07 9.08 -2.85  0.34
H38 -3.90 8.17 -4.35  -0.05
H39 -0.91 7.65 -4.16  -0.07
H40 -0.37 9.33 -4.29  0.35
H41 -0.61 8.32 -6.43  0.36
H42 -1.60 9.77 -6.25  0.35
H43 -3.64 9.75 -6.64  0.35
H44 -4.63 8.30 -6.43  0.24
H45 -3.78 8.57 -7.96  0.26

---

For each record above, in turn, the calculated DFT total energy values are -4258.1192 -4529.9334 -4617.5025 -3074.6048 -6634.5991 Ha.